[1]
{
  "formula": "C3H9NO2",
  "method": "ωB97M-V/def2-TZVPD",
  "elements": ["C", "C", "C", "N", "O", "O", "H", "H", "H", "H", "H", "H", "H", "H", "H"],
  "positions_angstrom": [[-0.065, 0.038, -0.241], [-1.173, 0.303, 0.757], [0.255, -1.422, -0.475], [0.983, 0.996, -0.221], [-0.491, 0.608, -1.687], [1.603, 0.408, 1.145], [-0.858, 1.495, -1.579], [1.384, 1.099, 1.785], [1.707, 0.722, -0.884], [-2.105, -0.104, 0.370], [-1.287, 1.373, 0.925], [-0.943, -0.185, 1.702], [0.609, -1.869, 0.452], [1.023, -1.525, -1.239], [-0.644, -1.936, -0.810]],
  "e_lumo_ev": 0.896,
  "e_homo_ev": -10.13,
  "smiles": "CC(C)(O)NO",
  "max_force_ev_per_a": 4.9,
  "homo_lumo_gap_ev": 11.0
}


[2]
{
  "formula": "C4H42O16",
  "method": "ωB97M-V/def2-TZVPD",
  "elements": ["C", "C", "C", "C", "H", "H", "H", "H", "H", "H", "H", "H", "H", "H", "H", "H", "O", "H", "H", "O", "H", "H", "O", "H", "H", "O", "H", "H", "O", "H", "H", "O", "H", "H", "O", "H", "H", "O", "H", "H", "O", "H", "H", "O", "H", "H", "O", "H", "H", "O", "H", "H", "O", "H", "H", "O", "H", "H", "O", "H", "H", "O"],
  "positions_angstrom": [[0.074, -2.201, 2.491], [0.761, -1.072, 3.293], [-0.169, 0.150, 3.468], [-0.742, 0.143, 4.898], [-0.727, -2.640, 3.084], [0.850, -2.959, 2.346], [-0.291, -1.849, 1.531], [1.702, -0.749, 2.844], [1.129, -1.415, 4.265], [-0.863, 0.229, 2.641], [0.551, 0.943, 3.250], [-1.805, -0.065, 4.985], [-0.738, 1.142, 5.364], [-0.111, -0.453, 5.548], [-2.633, 1.118, 1.956], [-3.157, 2.469, 2.117], [-2.583, 1.997, 1.504], [3.226, -0.024, -2.949], [2.815, 1.055, -2.088], [3.618, 0.595, -2.314], [1.018, -3.316, -2.645], [2.043, -2.648, -1.755], [1.168, -3.190, -1.687], [-2.732, -0.002, -1.055], [-3.579, -1.064, -1.765], [-2.745, -1.000, -1.258], [-1.538, -1.148, -2.449], [-0.185, -1.919, -2.363], [-0.738, -1.390, -2.964], [-0.221, 2.610, -0.270], [-0.582, 2.827, 1.114], [0.208, 2.994, 0.555], [4.261, 0.246, 0.368], [5.169, 0.240, -0.883], [4.815, -0.312, -0.165], [-0.153, 1.545, -2.417], [-0.271, 3.082, -2.221], [-0.528, 2.254, -1.851], [-2.449, -2.790, -1.025], [-1.077, -3.447, -0.800], [-2.021, -3.661, -0.891], [2.618, 3.003, -2.032], [1.706, 3.916, -1.211], [1.787, 3.497, -2.094], [-2.345, 2.051, -1.504], [-3.053, 1.933, -0.190], [-3.060, 1.534, -1.087], [3.408, -1.194, -1.046], [3.972, -2.611, -1.468], [3.389, -1.909, -1.726], [-2.783, -2.944, 0.999], [-3.131, -1.594, 0.432], [-3.032, -2.057, 1.284], [2.799, 3.621, 0.787], [2.173, 2.288, 0.479], [2.988, 2.789, 0.326], [-3.968, -0.711, 3.132], [-2.614, -0.931, 2.787], [-3.181, -0.179, 3.044], [0.233, -0.052, -3.407], [0.937, 0.673, -4.489], [0.846, 0.720, -3.533]],
  "e_lumo_ev": 0.191,
  "e_homo_ev": -10.56,
  "max_force_ev_per_a": 2.1,
  "homo_lumo_gap_ev": 10.7
}


[3]
{
  "formula": "C3H11BrSi2",
  "method": "ωB97M-V/def2-TZVPD",
  "elements": ["C", "C", "C", "Si", "Si", "Br", "H", "H", "H", "H", "H", "H", "H", "H", "H", "H", "H"],
  "positions_angstrom": [[-0.450, 1.431, 1.524], [-1.842, -0.830, -0.284], [0.966, -1.301, 0.739], [0.863, 0.939, -1.590], [-0.241, 0.020, 0.183], [2.998, 0.258, -1.174], [-1.217, 2.282, 1.197], [-0.611, 0.867, 2.373], [0.496, 2.038, 1.673], [-1.644, -1.293, -1.286], [-2.070, -1.817, 0.244], [-2.680, -0.153, -0.311], [1.457, -1.149, 1.695], [0.207, -2.066, 0.874], [1.809, -1.656, 0.125], [0.728, 0.140, -3.908], [1.232, 2.289, -2.072]],
  "e_lumo_ev": -0.427,
  "e_homo_ev": -8.54,
  "max_force_ev_per_a": 4.6,
  "homo_lumo_gap_ev": 8.1
}


[4]
{
  "formula": "C28H32N4O4",
  "method": "ωB97M-V/def2-TZVPD",
  "elements": ["C", "C", "C", "C", "C", "C", "C", "H", "H", "C", "H", "H", "H", "N", "C", "O", "C", "N", "C", "O", "C", "C", "C", "C", "O", "H", "H", "H", "H", "H", "H", "C", "C", "C", "C", "C", "N", "C", "H", "H", "H", "H", "H", "C", "O", "N", "H", "C", "C", "C", "C", "C", "C", "H", "H", "H", "H", "H", "H", "H", "H", "H", "H", "H", "H", "H", "H", "H"],
  "positions_angstrom": [[-0.279, 3.225, -3.510], [-0.396, 3.085, -2.024], [-0.541, 1.836, -1.441], [-0.669, 1.701, -0.065], [-0.670, 2.819, 0.768], [-0.522, 4.067, 0.173], [-0.385, 4.201, -1.195], [-0.271, 5.185, -1.626], [-0.516, 4.946, 0.801], [-0.821, 2.711, 2.256], [0.130, 2.915, 2.748], [-1.151, 1.718, 2.551], [-1.543, 3.442, 2.614], [-0.784, 0.394, 0.496], [-1.968, -0.233, 0.645], [-2.074, -1.341, 1.139], [-3.183, 0.562, 0.194], [-4.355, -0.239, 0.419], [-5.546, 0.049, -0.146], [-5.748, 1.053, -0.806], [-6.596, -0.948, 0.123], [-7.908, -0.965, -0.276], [-8.464, -2.150, 0.251], [-7.456, -2.766, 0.929], [-6.326, -2.052, 0.860], [-7.422, -3.684, 1.482], [-9.471, -2.496, 0.140], [-8.392, -0.218, -0.869], [-4.185, -1.125, 0.881], [-3.098, 0.817, -0.869], [-3.244, 1.504, 0.753], [0.425, -0.351, 0.817], [1.526, 0.541, 1.317], [2.262, 1.338, 0.444], [3.264, 2.146, 0.954], [3.500, 2.120, 2.321], [2.818, 1.357, 3.157], [1.858, 0.593, 2.667], [1.325, -0.010, 3.393], [4.272, 2.730, 2.771], [3.850, 2.777, 0.305], [2.051, 1.323, -0.615], [0.135, -1.077, 1.589], [0.922, -1.147, -0.411], [0.401, -1.089, -1.502], [1.997, -1.900, -0.123], [2.397, -1.859, 0.800], [2.727, -2.648, -1.129], [3.815, -1.776, -1.769], [4.922, -1.446, -0.773], [5.535, -2.729, -0.221], [4.468, -3.584, 0.456], [3.333, -3.909, -0.515], [2.553, -4.476, -0.005], [3.723, -4.529, -1.325], [4.911, -4.515, 0.814], [4.080, -3.054, 1.330], [6.325, -2.489, 0.493], [5.984, -3.294, -1.041], [5.692, -0.850, -1.268], [4.518, -0.845, 0.046], [4.238, -2.316, -2.618], [3.357, -0.860, -2.148], [1.991, -2.917, -1.895], [-0.538, 0.942, -2.047], [0.376, 4.053, -3.773], [0.103, 2.310, -3.955], [-1.261, 3.426, -3.939]],
  "e_lumo_ev": 0.609,
  "e_homo_ev": -8.75,
  "smiles": "Cc1ccc(C)c(N(C(=O)CNC(=O)c2ccco2)[C@@H](C(=O)NC2CCCCC2)c2cccnc2)c1",
  "max_force_ev_per_a": 1.3,
  "homo_lumo_gap_ev": 9.4
}


[5]
{
  "formula": "C7H18FI2OP2Sn",
  "method": "ωB97M-V/def2-TZVPD",
  "elements": ["I", "I", "Sn", "P", "C", "C", "H", "H", "H", "H", "H", "H", "C", "H", "H", "H", "P", "C", "C", "H", "H", "H", "C", "H", "H", "H", "H", "H", "H", "C", "O", "F"],
  "positions_angstrom": [[-1.315, 2.698, 0.798], [0.739, 0.796, -2.805], [-0.090, 0.131, 0.175], [2.390, 1.067, 0.679], [3.635, 0.367, -0.417], [2.428, 2.868, 0.481], [3.430, 3.172, 0.819], [3.887, 1.182, 2.522], [1.619, 3.326, 1.079], [2.190, 0.937, 3.084], [3.420, 0.573, -1.472], [2.290, 3.127, -0.578], [2.940, 0.663, 2.337], [4.615, 0.770, -0.124], [3.090, -0.418, 2.393], [3.660, -0.719, -0.306], [-2.542, -0.898, -0.358], [-2.504, -2.103, -1.690], [-3.182, -1.784, 1.079], [-3.751, 1.166, -0.021], [-4.716, -0.136, -0.891], [-3.447, 0.838, -1.735], [-3.748, 0.376, -0.789], [-3.111, -1.169, 1.986], [-4.227, -2.053, 0.866], [-3.523, -2.490, -1.822], [-1.848, -2.937, -1.439], [-2.581, -2.687, 1.233], [-2.130, -1.668, -2.622], [0.855, -1.452, -1.693], [1.347, -2.312, -2.322], [0.178, -1.233, 1.554]],
  "e_lumo_ev": [-15.961, -15.864],
  "e_homo_ev": [-20.20, -19.56],
  "max_force_ev_per_a": 6.0,
  "homo_lumo_gap_ev": [4.2, 3.7],
  "total_charge": 3
}


[6]
{
  "formula": "BrH2NOS",
  "method": "ωB97M-V/def2-TZVPD",
  "elements": ["N", "O", "S", "Br", "H", "H"],
  "positions_angstrom": [[-1.069, 0.059, 0.862], [0.327, -1.620, -0.344], [0.003, -0.238, -0.183], [1.979, 0.755, -0.198], [-1.025, 1.004, 1.322], [-0.215, 0.040, -1.460]],
  "e_lumo_ev": -0.704,
  "e_homo_ev": -10.96,
  "smiles": "N=[S@H](=O)Br",
  "max_force_ev_per_a": 2.3,
  "homo_lumo_gap_ev": 10.3
}


[7]
{
  "formula": "C2H4O2S2",
  "method": "ωB97M-V/def2-TZVPD",
  "elements": ["C", "C", "O", "O", "S", "S", "H", "H", "H", "H"],
  "positions_angstrom": [[-1.119, -0.151, 0.336], [0.074, 0.332, 0.186], [1.054, 1.155, 0.300], [0.941, -1.200, -0.685], [0.894, 2.845, 0.406], [0.035, -2.332, -0.994], [-1.360, -1.176, 0.026], [-1.858, 0.269, 0.864], [1.510, 3.110, -0.733], [-0.170, -2.852, 0.294]],
  "e_lumo_ev": [-0.538, -0.538],
  "e_homo_ev": [-7.98, -7.98],
  "max_force_ev_per_a": 5.6,
  "homo_lumo_gap_ev": [7.4, 7.4]
}


[8]
{
  "formula": "C2H2N2O",
  "method": "ωB97M-V/def2-TZVPD",
  "elements": ["O", "C", "C", "N", "N", "H", "H"],
  "positions_angstrom": [[0.680, 2.291, 0.335], [-0.147, 1.418, 0.356], [0.070, 0.074, 0.906], [0.300, -0.943, 0.324], [0.611, -2.012, -0.203], [-1.176, 1.546, -0.033], [-0.256, -2.453, -0.526]],
  "e_lumo_ev": 0.159,
  "e_homo_ev": -9.67,
  "max_force_ev_per_a": 0.6,
  "homo_lumo_gap_ev": 9.8
}